The following is a DFT calculation (ωB97M-V/def2-TZVPD) of a 3-piece molecular cluster, C7H12N2 overall.

## Properties
* relative energy (zero: lowest compared OMol25 entry of this formula, charge and spin): 160.0 kcal per mole
* gap between HOMO and LUMO (alpha / beta): 7.876 / 8.168 eV
* HOMO energy (alpha / beta): -7.5 / -7.4 eV
* charge: 0
* 2S+1: 1
* LUMO (alpha / beta): 0.41 / 0.80 eV
* E: -10426.539 eV

Geometry as XYZ:
```
21
C7H12N2 | the Open Molecules 2025 dataset | ωB97M-V/def2-TZVPD
C -3.217 0.706 -0.919
C 2.928 0.151 -1.198
N -0.138 0.421 -0.265
C 0.001 -0.594 0.437
C -2.623 -0.244 0.062
C 2.311 0.472 0.097
C 0.093 -1.741 1.037
C 2.733 0.998 1.219
N -3.069 -1.174 0.731
H -0.248 1.284 0.264
H -4.080 -1.388 0.656
H -3.075 1.734 -0.580
H -2.702 0.609 -1.876
H -4.293 0.520 -1.059
H 2.827 -0.912 -1.433
H 2.446 0.704 -2.008
H 4.003 0.399 -1.203
H 1.053 -2.127 1.346
H -0.827 -2.268 1.259
H 3.782 1.295 1.352
H 2.093 1.157 2.083
```

Here are the natural (NBO) charges for atoms 1 to 5, given in e: -0.7423, -0.7279, -0.6424, 0.4660, 0.3767

The following is a DFT calculation (ωB97M-V/def2-TZVPD) of C7H12N2 as an isolated structure.

## Properties
* relative energy (zero: lowest compared OMol25 entry of this formula, charge and spin): 63.0 kcal per mole
* gap between HOMO and LUMO: 9.382 eV
* HOMO energy: -8.4 eV
* charge: 0
* 2S+1: 1
* LUMO: 0.98 eV
* E: -10430.743 eV

Geometry as XYZ:
```
21
C7H12N2 | the Open Molecules 2025 dataset | ωB97M-V/def2-TZVPD
C 1.027 1.669 -0.627
C 0.633 0.249 -0.295
C 1.179 -0.380 1.028
C 0.837 -1.642 0.137
C -0.707 -1.577 0.090
C -0.941 -0.103 -0.264
C -1.898 0.943 0.359
H 2.169 1.839 -0.708
H 0.541 2.077 -1.527
H 0.710 2.347 0.195
H 0.681 -0.246 2.018
H 2.302 -0.236 1.091
H 1.199 -2.620 0.456
H 2.229 -0.657 -0.984
H -1.253 -2.086 0.869
H -2.284 -1.312 -1.136
H -2.937 0.623 0.440
H -1.571 1.204 1.376
H -1.854 1.893 -0.235
N 1.232 -0.831 -1.087
N -1.293 -1.154 -1.195
```

Here are the natural (NBO) charges for atoms 1 to 5, given in e: -0.6274, 0.1061, -0.4203, -0.0756, -0.1187

The following is a DFT calculation (ωB97M-V/def2-TZVPD) of one molecule with the formula C7H12N2.

## Properties
* relative energy (zero: lowest compared OMol25 entry of this formula, charge and spin): 84.7 kcal per mole
* gap between HOMO and LUMO: 9.003 eV
* HOMO energy: -8.0 eV
* charge: 0
* 2S+1: 1
* LUMO: 1.04 eV
* SMILES string: C1NC[C@@]23C[C@H]2NC[C@@H]13
* E: -10429.805 eV

Geometry as XYZ:
```
21
C7H12N2 | the Open Molecules 2025 dataset | ωB97M-V/def2-TZVPD
C -0.829 0.688 -1.613
C -1.396 -0.253 0.380
C -0.143 0.604 0.675
C 0.129 0.560 2.154
C 1.117 -0.078 1.253
C 1.310 -0.606 -0.925
C 0.418 0.756 -0.746
H -0.725 0.489 -2.674
H -1.340 1.644 -1.523
H -1.267 -1.290 -1.356
H -2.284 0.265 0.820
H -1.311 -1.246 0.869
H 0.501 1.388 2.775
H -0.683 0.016 2.686
H 1.973 0.567 1.137
H 0.572 -1.919 0.564
H 2.311 -0.276 -1.263
H 0.894 -1.285 -1.672
H 1.046 1.646 -0.950
N -1.653 -0.398 -1.034
N 1.357 -1.273 0.442
```

Here are the natural (NBO) charges for atoms 1 to 5, given in e: -0.2350, -0.2387, -0.1750, -0.3529, -0.0512